No. 1
The following is a quantum chemistry calculation of a molecular structure, C16H11Br2HfNO2, from the Open Molecules 2025 dataset.

Structure (XYZ):
```
33
Properties=species:S:1:pos:R:3:forces:R:3
C 0.746443 1.923741 1.244779 0.07 -0.31 0.00
C -0.540686 -2.584201 -1.399140 0.12 0.17 -0.32
C -1.547083 -1.774608 0.568713 -0.52 -0.60 0.60
H 2.173486 0.436227 2.044832 0.14 -0.13 -0.07
C 0.693330 -1.346591 -2.981674 -0.65 0.20 1.47
C -0.631212 3.045958 2.881916 -0.12 0.24 -1.19
O 1.600449 -0.750556 -3.401179 0.48 0.42 -0.83
H 0.701801 1.144094 -2.084570 0.14 0.32 -0.17
C -1.105711 -0.508633 0.267074 0.41 0.80 -0.17
C -0.343880 -0.223617 -0.858430 0.40 0.19 0.13
Br -2.547230 -2.040440 2.109068 -0.02 -0.08 0.01
H -1.391520 0.292900 0.937190 -0.09 0.14 0.02
N 0.076460 -2.578556 -3.639765 0.29 0.02 -1.36
C -1.264341 -2.859284 -0.264984 0.19 -0.39 -0.37
H -0.716772 3.468775 0.777663 -0.15 0.17 -0.02
H -1.393264 3.759889 3.162984 -0.03 0.09 0.15
H 1.494942 0.731291 4.414067 -0.01 -0.03 0.18
C -0.077891 -1.292706 -1.707222 0.06 -0.22 -0.13
Hf -1.434033 -2.247291 -5.146889 -1.37 0.28 -0.47
C 0.008461 2.244659 3.905522 -0.04 0.06 0.36
C -0.278631 2.889783 1.576174 -0.29 0.07 0.95
H -1.596711 -3.862650 -0.040567 -0.03 -0.08 0.13
O 0.234055 -4.642707 -2.456307 0.17 -1.26 -0.55
C 1.393358 1.127713 2.322358 -0.25 0.20 1.03
H -0.674579 1.865471 -1.267012 -0.13 0.10 0.04
H 1.421002 2.766768 -0.456372 -0.18 0.15 -0.25
C 1.020539 1.294514 3.624166 0.58 -0.37 -1.04
H -0.297709 2.380392 4.939237 -0.08 0.08 0.10
C 1.195188 1.740941 -0.103417 0.44 -0.03 0.24
H 2.122849 1.182254 -0.128926 0.06 -0.30 -0.10
C -0.073579 -3.531162 -2.455665 -0.70 0.78 1.50
Br 0.879342 -3.225012 -5.230955 1.30 -0.48 0.35
C 0.153128 1.172644 -1.152670 -0.20 -0.18 -0.26
```
Positions in Å, forces in eV/Å.

DFT total energy   -163693.5246 eV
HOMO energy   -20.9 eV
Largest force on an atom   0.0356 hartree/bohr
Charge   +4

These are the natural (NBO) partial charges, in e, on atoms 1 to 6: 0.444, -0.132, -0.042, 0.279, 0.665, -0.129



No. 2
The following is a quantum chemistry calculation of a single C16H11BrN2O3S2 molecule, from the Open Molecules 2025 dataset.

Structure (XYZ):
```
35
Properties=species:S:1:pos:R:3:forces:R:3
C -4.605326 0.627100 1.442124 0.26 0.34 -0.14
H 0.273529 1.405841 -2.409464 0.02 0.05 -0.12
H -1.980499 2.007801 -2.144594 -0.17 0.13 -0.07
Br -6.578943 -2.593940 -0.164571 0.02 0.03 -0.02
C 2.634082 -0.459232 1.144901 -0.02 0.03 0.10
H 5.288506 -0.071333 1.379538 0.04 0.04 0.08
N 5.757285 -2.002594 -1.324139 0.36 -0.20 -0.31
S -3.314534 2.373728 -0.352006 -0.07 -0.36 -0.10
C 1.418411 0.525265 -0.836037 -0.01 -0.06 0.23
C -5.604910 -1.055460 0.247837 0.20 0.26 -0.24
C -5.388636 -0.543290 1.493024 -0.14 -0.22 -0.35
C 3.430611 -1.818506 -0.829235 0.12 0.13 0.20
O -2.849049 3.056311 0.810370 0.10 -0.24 0.10
H 7.068333 -1.014684 -0.116580 0.06 0.08 0.09
H -5.773059 -0.982269 2.395255 -0.07 -0.09 0.12
O -4.064507 3.072901 -1.345094 0.05 -0.12 -0.26
O 2.758831 -0.486692 2.351897 0.04 0.00 -0.16
H -1.782149 0.843806 1.293335 0.02 -0.08 0.13
C 3.708593 -0.986840 0.253010 0.49 -0.26 -0.07
C 0.273032 1.060037 -1.386040 -0.32 0.11 -0.06
H 0.283165 -0.101519 2.277758 -0.01 -0.01 0.08
C -0.893736 1.167861 -0.627506 0.56 -0.36 0.50
H 2.415256 -2.097845 -1.066547 -0.07 -0.01 -0.07
H -4.314417 1.206969 2.298743 0.08 0.13 0.17
S -4.861999 -0.118647 -1.008008 -0.29 -0.41 0.50
C -0.890015 0.739812 0.699224 0.11 0.02 0.01
C 6.020754 -1.222150 -0.290327 0.02 0.20 0.28
C 5.040429 -0.696631 0.536221 -0.24 -0.05 -0.09
C -4.246282 0.963929 0.172649 0.24 0.37 -0.29
C 1.426949 0.089103 0.489077 -0.38 0.17 0.04
N -2.052390 1.667240 -1.198579 -0.75 0.59 -0.01
C 0.262097 0.220940 1.247657 0.14 -0.05 -0.12
H 4.329128 -2.951592 -2.424455 -0.11 -0.06 -0.04
C 4.494427 -2.299040 -1.577010 -0.30 -0.08 -0.06
H 2.317042 0.473608 -1.432422 0.02 -0.01 -0.05
```
Positions in Å, forces in eV/Å.

SMILES   O=C(c1ccncc1)c1ccc(NS(=O)(=O)c2ccc(Br)s2)cc1
DFT total energy   -117605.2973 eV
HOMO energy   -9.1 eV
Largest force on an atom   0.0185 hartree/bohr
Charge   0
Energy above the lowest of the compared OMol25 structures with the same formula, charge and spin   13.64 kcal/mol

These are the natural (NBO) partial charges, in e, on atoms 1 to 6: -0.185, 0.213, 0.428, 0.139, 0.556, 0.234



No. 3
The following is a quantum chemistry calculation of a molecular structure, C16H11Cl3GeN2NiSe, from the Open Molecules 2025 dataset.

Structure (XYZ):
```
35
Properties=species:S:1:pos:R:3:forces:R:3
H 1.288391 1.539188 0.633574 0.05 -0.03 0.00
Cl 2.252929 3.050573 -1.533443 -0.06 0.00 -0.15
C 3.079956 -0.982781 2.016104 -0.01 -0.04 0.00
H 2.822359 -3.071549 1.572044 0.02 0.00 -0.01
Ge 0.978788 1.961088 -2.971131 0.11 0.22 0.90
C 2.649139 0.311849 1.765605 -0.10 -0.02 -0.07
C -2.149684 0.277791 0.394699 0.11 -0.10 -0.26
Ni 0.644298 -0.408310 -2.652272 -0.22 -0.40 -0.76
H -4.736457 0.555843 3.272486 0.01 0.01 0.00
Cl -0.929358 3.079537 -2.746973 0.03 -0.03 -0.07
N -1.328660 -2.444989 -4.073569 0.01 0.02 -0.02
H -5.271228 1.455246 1.025439 0.01 0.01 0.00
H -0.886058 -0.662650 1.859357 -0.05 -0.03 -0.02
C 3.869253 -0.610616 -1.758038 -0.21 0.00 -0.43
C -3.387734 0.878594 0.182161 -0.11 0.09 0.07
Se 2.760085 -1.446966 -2.991818 0.29 -0.03 0.35
N 4.598554 -0.114875 -1.012875 0.00 -0.05 0.07
C 2.481445 -2.063984 1.373250 -0.02 0.06 0.03
C -0.003752 -0.290566 -0.767647 0.22 0.53 -0.19
H -1.699472 0.418085 -1.724046 -0.02 0.03 0.02
H -3.618633 1.271960 -0.800786 -0.02 -0.04 0.00
C -4.311958 0.989313 1.212455 0.05 -0.05 -0.05
H 3.127682 1.150171 2.253519 0.01 0.00 -0.01
C -1.240945 0.149049 -0.776246 -0.53 -0.01 0.36
H 3.905278 -1.152359 2.696005 -0.02 0.00 0.02
C -1.846926 -0.202296 1.668206 0.06 -0.01 0.07
H 1.000375 -2.675822 -0.057745 0.04 0.01 -0.05
C -4.011515 0.489078 2.470947 0.06 0.02 -0.01
H -2.524524 -0.485277 3.675915 0.00 0.01 0.00
Cl 1.714761 2.726924 -4.868638 0.00 -0.07 -0.11
C 1.626994 0.536193 0.857730 0.05 0.01 0.14
C -0.572467 -1.735914 -3.559481 0.18 -0.03 0.34
C 1.465859 -1.849066 0.463280 -0.01 -0.09 0.07
C -2.770782 -0.096406 2.695758 -0.04 0.00 -0.04
C 1.024007 -0.546057 0.206174 0.09 -0.03 -0.19
```
Positions in Å, forces in eV/Å.

DFT total energy   -220227.5731 eV
HOMO energy (alpha / beta)   -5.6 / -5.7 eV
Largest force on an atom   0.0182 hartree/bohr
Charge   -1
2S+1   2

These are the natural (NBO) partial charges, in e, on atoms 1 to 6: 0.239, -0.473, -0.170, 0.213, 0.826, -0.196



No. 4
The following is a quantum chemistry calculation of a molecular structure, C16H11F6N3O4PdS4, from the Open Molecules 2025 dataset.

Structure (XYZ):
```
45
Properties=species:S:1:pos:R:3:forces:R:3
H -1.252415 0.178296 3.665078 0.93 -0.61 0.65
F 2.206939 2.286645 0.413284 0.37 -0.53 -0.28
O 6.568438 -0.642016 -1.572660 1.30 -1.68 1.15
C 0.858769 -0.153327 2.982111 -0.68 -0.24 -0.40
F 3.954989 -1.200339 -4.246990 1.93 -0.30 0.49
C -7.391722 1.317389 -0.730821 -2.45 1.65 0.02
O 2.627032 1.458274 -2.532785 0.11 -1.00 0.41
C 1.432922 1.146563 3.473971 1.89 0.63 1.74
C -3.771903 0.911558 -1.599686 -0.99 -0.51 -0.09
C 3.239630 1.502570 0.026156 0.69 -0.02 -0.06
S -2.305725 1.685552 -2.053207 -0.20 1.56 0.00
H -0.170225 -0.809019 4.868306 -0.15 0.70 -0.89
F 3.537491 0.645106 1.018914 -0.41 0.23 0.04
N 4.045346 -0.611823 -1.489321 -0.21 1.59 -1.07
C -7.174628 -1.491633 -0.600913 -2.36 -1.90 0.53
F 4.320840 2.290831 -0.126631 -0.97 -0.59 -0.35
C -4.853405 -1.330292 -1.440073 -1.81 0.67 0.55
H 1.631326 1.106854 4.577461 -0.62 0.26 -0.77
N -8.059715 -2.175758 -0.223210 2.76 2.16 -1.10
F 5.442111 -2.644513 -3.464178 -0.10 0.80 -0.30
H 2.457752 1.324399 3.069276 -0.93 -0.16 -0.07
C -3.728589 -0.511683 -1.628293 0.27 -0.31 0.02
S 2.826401 0.451462 -1.518409 2.69 0.77 0.05
S -2.232242 -1.224610 -1.942526 0.02 -1.31 0.00
C 1.901089 -1.279800 2.880627 0.68 -0.92 1.38
C -5.039202 1.513571 -1.363154 1.55 -0.19 -0.69
Pd -0.555143 0.318460 -1.216441 0.10 0.34 -2.23
S 5.444709 -0.266097 -2.314136 -1.91 1.98 0.12
F 6.127222 -0.981749 -4.776251 -1.49 -0.72 1.83
O 1.664365 -0.325302 -1.129130 -1.12 -0.42 0.26
N -8.420349 1.850102 -0.527550 2.79 -1.50 -0.40
C -6.062742 -0.704935 -1.094785 0.87 -0.32 0.15
H -5.139486 2.577186 -1.463267 -0.08 0.31 0.23
H 1.785386 -1.993950 3.778455 0.35 1.18 -1.30
C -6.127338 0.720248 -1.101084 -0.83 -0.65 0.75
H -0.866387 -1.520046 3.428277 0.24 -0.07 -0.30
C 0.327679 0.229604 1.696783 -0.58 -1.27 -0.22
H 1.860156 -1.889545 1.981683 -0.44 0.04 -0.10
H -4.872840 -2.414349 -1.499175 0.52 0.17 0.02
H 2.920592 -0.835871 2.860047 -0.70 -0.38 0.30
C -0.439041 -0.590257 3.801733 -0.20 0.41 -0.04
C 5.247596 -1.354080 -3.759660 -0.49 -0.27 -2.19
O 5.503863 1.047036 -2.868279 -0.64 0.20 -0.40
C -0.263175 0.425997 0.611773 0.26 0.02 1.97
H 0.793641 1.963291 3.148671 0.05 0.26 0.59
```
Positions in Å, forces in eV/Å.

DFT total energy   -92546.9510 eV
HOMO energy (alpha / beta)   -9.4 / -9.9 eV
Largest force on an atom   0.0714 hartree/bohr
Charge   0
2S+1   5

These are the natural (NBO) partial charges, in e, on atoms 1 to 6: 0.225, -0.327, -0.905, -0.195, -0.328, 0.223



No. 5
The following is a quantum chemistry calculation of a molecular structure, C16H11HoNO4S, from the Open Molecules 2025 dataset.

Structure (XYZ):
```
34
Properties=species:S:1:pos:R:3:forces:R:3
O 3.218208 -0.791391 0.652375 -4.52 1.59 -1.30
O 0.983754 2.050352 -2.339616 -2.17 -4.65 5.29
C -3.887879 -3.916126 2.473542 0.26 0.34 0.01
C -0.083515 -3.811605 4.625474 0.20 0.27 -0.31
C -4.825902 -3.137496 3.166506 0.34 0.38 0.17
C 1.657792 -5.481884 4.402582 -0.23 0.37 -0.10
H 2.994469 -5.237946 2.720626 -0.13 0.03 0.05
H -5.860331 -3.473835 3.253152 0.33 0.08 -0.01
C -0.975107 1.705079 1.074686 -2.95 5.53 3.25
C 0.547457 -4.963927 5.085895 0.27 0.12 -0.25
H 2.154993 -6.377832 4.777373 -0.14 0.27 -0.15
C -2.187188 -2.291329 2.982931 -1.09 0.23 0.63
C 2.147438 -0.455823 0.390098 6.69 -1.96 1.56
H -0.292767 -2.881539 0.914574 0.00 -1.66 0.24
H 0.176812 -5.445571 5.984488 0.05 0.01 -0.12
C -3.122306 -1.478772 3.651887 0.66 -0.39 -0.18
C 2.130478 -4.843969 3.246073 -0.24 0.14 0.24
H 1.877466 -3.185880 1.876796 0.08 -0.20 0.17
C -1.141218 -1.118556 -1.553565 -3.89 -4.17 -5.07
H -1.833931 -4.103459 1.837989 -0.16 -0.07 0.18
N -0.285717 -1.974397 1.308253 0.62 0.08 -0.85
O -1.471171 2.568638 1.615555 1.36 -2.13 -1.59
Ho -0.167939 -0.239273 0.343869 0.62 0.52 -0.36
H -2.782992 -0.543047 4.092452 -0.25 -0.14 0.12
H -4.185519 -4.857202 2.024965 0.02 0.09 0.01
S -0.501977 -1.773047 2.909491 -0.94 -1.37 0.07
H -5.154563 -1.314032 4.291459 -0.01 -0.09 -0.08
C -4.437556 -1.921296 3.751194 -0.12 -0.22 -0.23
C 0.398429 -3.183617 3.462292 0.49 -1.15 1.24
H -0.950621 -3.398654 5.136021 0.14 -0.20 0.06
C 1.509853 -3.686817 2.769014 -0.19 0.15 0.23
C -2.562835 -3.492443 2.365537 -0.25 -0.05 0.30
O -1.731547 -1.771968 -2.295405 2.63 2.96 3.05
C 0.634231 1.305316 -1.496783 2.53 5.29 -6.24
```
Positions in Å, forces in eV/Å.

DFT total energy   -63050.7523 eV
HOMO energy (alpha / beta)   -18.1 / -18.1 eV
Largest force on an atom   0.1665 hartree/bohr
Charge   +3
2S+1   5

These are the Mulliken partial charges, in e, on atoms 1 to 6: -0.007, -0.066, -0.761, -0.502, -0.465, -0.509



No. 6
The following is a quantum chemistry calculation of a molecular structure, C16H11IIrN2Se, from the Open Molecules 2025 dataset.

Structure (XYZ):
```
32
Properties=species:S:1:pos:R:3:forces:R:3
H 0.000000 4.680400 -2.158200 -0.01 -0.07 0.17
C 0.000000 4.151200 -1.208900 0.03 -0.32 -0.31
C 3.123100 -2.120600 -2.774900 -1.32 0.33 0.43
Se 3.079700 0.891900 1.167200 1.80 -0.33 -0.71
C 0.000000 2.761800 -1.184700 0.06 0.60 -0.30
C 0.000000 2.093700 0.037200 -0.42 -2.74 -0.07
H 0.000000 4.828800 4.587000 -0.01 -0.14 -0.16
C 0.000000 2.784900 1.260500 0.02 -0.51 0.30
C 0.000000 4.919100 2.434000 -0.01 0.16 0.24
C 0.000000 4.257500 3.662000 0.01 -0.14 -0.09
H 0.000000 6.007300 2.425100 -0.01 -0.18 -0.11
Ir 0.000000 0.000000 0.000000 -1.37 2.25 -0.08
H 5.187200 -2.506900 -3.280400 0.02 0.00 0.02
N 4.513600 0.234400 0.306700 1.30 1.02 1.42
C 0.000000 4.865800 -0.009900 -0.01 0.23 -0.29
C 0.000000 4.199800 1.228100 0.02 0.40 0.46
H 6.102500 -1.097100 -1.435700 -0.10 0.04 0.06
C 0.000000 2.133200 2.511300 -0.04 0.29 0.33
C 2.246500 -1.456700 -1.906200 0.46 -0.21 -0.26
H 0.000000 2.191200 -2.108400 -0.04 0.17 0.06
C 2.783500 -0.676400 -0.885200 -2.49 -1.50 -1.86
C 4.514900 -1.992700 -2.607700 1.30 0.93 1.20
C 0.000000 2.865800 3.702800 0.01 0.05 0.08
H -1.724300 0.000000 0.000000 1.49 0.04 -0.18
C 4.142700 -0.548400 -0.717600 2.47 0.24 0.28
I 0.000000 0.037200 2.669500 -0.34 0.53 0.61
C 5.033500 -1.200300 -1.570700 0.11 -0.88 -1.18
H 0.000000 5.953300 -0.048900 -0.01 -0.18 0.14
N 2.044900 0.000000 0.000000 -2.91 -0.04 0.08
H 1.173900 -1.547700 -2.025300 -0.02 -0.06 -0.09
H 0.000000 2.365400 4.668000 -0.01 0.03 -0.18
H 2.725000 -2.731200 -3.574000 0.02 -0.01 0.00
```
Positions in Å, forces in eV/Å.

DFT total energy   -96012.8636 eV
HOMO energy (alpha / beta)   -13.6 / -15.1 eV
Largest force on an atom   0.0672 hartree/bohr
Charge   +2
Energy above the lowest of the compared OMol25 structures with the same formula, charge and spin   0.00 kcal/mol
2S+1   6

These are the Mulliken partial charges, in e, on atoms 1 to 6: 0.432, -0.723, -0.807, 0.535, -0.891, 0.019



No. 7
The following is a quantum chemistry calculation of a molecular structure, C16H12BrMnN4O2, from the Open Molecules 2025 dataset.

Structure (XYZ):
```
36
Properties=species:S:1:pos:R:3:forces:R:3
Mn -0.052675 -0.015625 -0.956725 -0.46 -0.82 1.24
C -4.302699 1.895483 -1.214165 0.14 -0.04 0.14
H -5.317058 2.249407 -1.338374 0.00 0.04 0.03
C 3.803530 -1.198519 -1.791783 0.02 0.06 -0.06
C 1.874750 0.472450 2.935717 0.01 0.00 -0.07
H 2.505863 -4.246164 -0.911227 0.03 0.00 0.01
H 4.712733 -0.700609 -2.097294 0.01 -0.03 -0.02
O -0.308234 -3.947352 -0.478567 -0.26 0.19 0.06
H -4.047127 1.321956 -3.290967 0.04 -0.03 -0.01
H 4.681184 -3.138667 -1.534539 0.00 0.01 0.00
N -1.730131 0.950699 -0.873460 -0.24 0.10 -0.17
H -1.093682 1.773307 3.877452 -0.01 -0.01 -0.03
C 1.564986 0.301843 1.614037 0.17 -0.02 0.16
N -1.809794 1.530086 1.411464 -0.06 -0.07 -0.08
C 0.897967 1.005545 3.777857 -0.05 -0.01 -0.09
C -0.567900 1.146296 1.886304 0.21 0.00 0.02
C -0.007828 -2.825305 -0.723547 1.26 -0.37 -0.28
H 2.300178 -0.109453 0.936956 -0.01 0.00 -0.03
N 1.484223 -1.102371 -1.317270 1.00 -0.30 -0.21
H -2.406971 1.929171 2.117705 -0.04 0.01 0.06
C 1.436016 -2.413610 -1.058012 -0.57 -0.07 0.20
H -1.761516 0.473179 -2.903887 -0.02 -0.01 0.02
H -4.220260 2.356279 0.871675 0.02 -0.02 0.01
C -2.391814 1.465403 0.173489 0.14 -0.03 0.00
H 2.850812 0.200909 3.309315 0.00 -0.02 -0.03
C -3.696952 1.947961 0.017175 -0.15 0.07 -0.07
N 0.363517 0.621703 1.077595 -0.28 -0.01 -0.58
C -2.339357 0.908910 -2.091426 -0.21 0.02 -0.20
C -0.322469 1.346683 3.249243 0.00 0.03 0.07
O -0.794273 -1.762906 -0.786826 -0.60 1.14 -0.04
H 1.099315 1.148326 4.830872 -0.03 0.02 0.00
Br 2.244093 1.315459 -2.104412 0.20 -0.24 0.11
C 3.766770 -2.561981 -1.479196 -0.07 -0.02 0.00
C 2.615062 -0.520554 -1.703494 -0.24 0.43 -0.06
C 2.572759 -3.187566 -1.123629 -0.03 0.03 -0.06
C -3.603019 1.369627 -2.308057 0.08 -0.02 -0.05
```
Positions in Å, forces in eV/Å.

DFT total energy   -128191.2084 eV
HOMO energy (alpha / beta)   -15.2 / -15.2 eV
Largest force on an atom   0.0302 hartree/bohr
Charge   +2
2S+1   5

These are the natural (NBO) partial charges, in e, on atoms 1 to 6: 1.653, -0.064, 0.263, -0.251, -0.238, 0.287